Here is 2 unconnected molecules or ions with the total composition C6H16NS in a non-equilibrium geometry from the OMol25 dataset. Energies are from wB97M-V/def2-TZVPD.

Element x y z (Å)
C: 2.641 0.452 0.698
C: 1.035 -2.043 0.026
C: -0.665 1.995 -1.098
C: -2.333 0.592 -0.557
C: 1.218 0.131 1.280
C: 0.356 -1.046 0.872
N: -1.042 0.643 -1.273
S: -1.037 -1.187 1.763
H: 2.902 1.299 1.221
H: 2.362 0.631 -0.388
H: 3.374 -0.308 0.617
H: 1.432 -1.756 -0.850
H: 0.565 -3.021 -0.160
H: 1.865 -2.455 0.588
H: 0.264 2.336 -1.574
H: -1.402 2.706 -1.350
H: -0.394 2.166 0.014
H: -3.056 1.328 -0.951
H: -2.774 -0.348 -0.708
H: -2.232 0.812 0.532
H: 0.771 1.045 1.060
H: 1.150 0.219 2.431
H: -0.997 0.315 -2.250
H: -1.538 -2.372 1.367

Output
energy above the lowest of the compared OMol25 structures with the same formula, charge and spin	3.1444	eV
net charge	+1
spin multiplicity	1
largest force on an atom	4.8	eV/A

Atom charges from the Mulliken analysis, given in e for atoms 1 to 5: -1.31 -1.46 -0.95 -1.01 -0.58